DFT (ωB97M-V with the def2-TZVPD basis set) results for a structure of composition C54H60ClN4O2PS2Sn.

**HOMO-LUMO gap**: 5.832 eV
**Electronic energy**: -116342.3573 eV
**LUMO energy**: 4.0 eV
**Net charge**: -2
**Molar mass**: 1046.372 g mol⁻¹

Last column: Mulliken charge in e.
Cartesian coordinates (Å):
Sn (1.8463, 1.1830, 0.2604)  0.155
Cl (-1.8311, -2.2052, -3.6377)  -0.092
S (3.5832, -4.5495, 2.3298)  -0.448
S (4.7537, -5.8219, -0.0780)  -0.269
P (-2.0566, -1.6720, -0.4347)  1.297
O (-0.3485, -4.6339, 0.4947)  -0.514
O (-0.1776, 4.1597, -0.5148)  -0.556
N (0.7292, 1.6421, -1.3379)  0.070
N (2.8079, 3.4685, 0.4893)  0.470
N (0.7123, 2.4826, 2.0735)  1.144
N (2.1973, -5.5215, 0.2569)  -0.536
C (0.9708, -0.1128, 3.4242)  1.062
C (0.6925, -1.4493, 2.8086)  -1.217
C (-1.4612, 5.3320, 3.3072)  -1.727
C (2.6140, 3.8840, 1.7932)  -0.603
C (1.2909, -0.2811, -2.7436)  1.700
C (-2.3832, 1.0835, 4.6212)  -1.578
C (-2.9981, -3.1254, -2.6970)  0.084
C (-3.9733, 2.3033, -1.8136)  -1.548
C (1.3250, -6.6182, -1.7581)  -0.331
C (-4.4932, -4.9760, -1.3083)  -0.648
C (1.6568, -7.3652, -2.8699)  -0.565
C (-2.4589, 2.3371, 4.0471)  -0.934
C (5.8131, 4.1550, -1.5297)  -2.087
C (-0.2377, 0.7692, 3.5647)  0.698
C (-2.2348, 1.0079, -0.7843)  0.935
C (3.6920, -6.4637, -1.3063)  0.396
C (4.0023, -7.2093, -2.4539)  -0.529
C (-1.4655, 2.8271, 3.1830)  0.499
C (3.3605, 4.0363, -2.3074)  -1.329
C (4.6702, 4.5052, 1.1076)  -0.918
C (2.9699, -7.6859, -3.2171)  -0.500
C (1.5784, -0.3409, 4.7984)  -1.836
C (-2.7792, -1.7532, 1.2221)  0.381
C (-2.2049, -2.6916, 2.1253)  -0.039
C (2.3287, -6.0976, -0.9533)  0.085
C (-3.8982, -2.2044, 3.7462)  -0.719
C (-3.0047, -3.0327, -1.2560)  -0.220
C (-1.6848, 4.1231, 2.4389)  1.808
C (-4.0509, -0.1346, -1.8821)  -0.030
C (3.7853, 4.5572, 2.2093)  -1.695
C (-4.5467, 1.1167, -2.3048)  -0.894
C (-3.8803, -0.9946, 1.6295)  -0.288
C (-0.3129, 2.0474, 2.9767)  -0.423
C (3.3817, -5.2318, 0.8068)  0.041
C (4.4233, 3.5384, -1.3182)  3.140
C (3.9980, 3.8041, 0.1010)  -0.621
C (-2.8243, -2.9653, 3.3372)  -0.882
C (1.8626, -1.1046, -1.6463)  -2.121
C (0.9511, -0.0683, -5.1510)  -0.912
C (-2.8723, -0.1477, -1.1567)  1.348
C (-3.7816, -4.0085, -3.3782)  -0.305
C (-2.7844, 2.2549, -1.0471)  -1.220
C (1.4746, 3.4570, 2.5381)  0.113
C (-4.5993, -4.9044, -2.7000)  -0.716
C (-3.8118, -4.0126, -0.6027)  -0.682
C (0.7542, 1.0200, -2.5683)  0.203
C (0.2135, 1.7354, -3.7097)  0.994
C (1.4181, -0.7830, -4.0467)  -0.749
C (-0.4023, 3.0713, -3.5577)  -1.367
C (4.6060, 2.0472, -1.5101)  -2.309
C (-3.1277, 4.3157, 1.9701)  -1.825
C (0.4123, 1.1836, -4.9515)  -0.671
C (-1.3000, 0.2796, 4.3018)  0.168
C (-4.4268, -1.2147, 2.8624)  -0.716
H (1.1234, -0.4802, -6.1468)  0.362
H (5.1061, 1.8656, -2.4295)  0.599
H (-5.1861, -5.6546, -3.2239)  0.321
H (-3.2897, 2.9973, 4.2076)  0.293
H (1.1625, -1.2119, -0.8390)  0.062
H (0.8633, -7.7699, -3.4708)  0.360
H (6.3265, 3.7605, -2.4044)  0.392
H (-3.2351, 5.1791, 1.2858)  0.401
H (-2.3064, -3.5988, 4.0495)  0.371
H (-3.7639, -3.9528, -4.4561)  0.459
H (-0.0495, 1.6675, -5.8430)  0.232
H (-4.3619, -0.2013, 1.0117)  0.091
H (-3.7278, -4.0903, 0.4722)  0.366
H (-2.3806, 5.4814, 3.9411)  0.350
H (-3.4847, 3.4285, 1.3961)  0.281
H (0.4858, -5.1220, 0.4681)  0.600
H (-5.2509, -0.6767, 3.2252)  0.478
H (2.0829, -2.1564, -1.7543)  0.531
H (1.6410, -1.9276, 2.4774)  0.485
H (-2.2862, 3.1673, -0.7066)  1.218
H (5.0538, -7.4824, -2.5666)  0.313
H (-0.4081, -4.3083, -0.4206)  0.098
H (-0.9986, 3.3471, -4.3691)  0.458
H (-3.2228, 0.6519, 5.1296)  0.420
H (1.7038, 0.3806, 2.8436)  -0.144
H (0.2677, 3.8560, -3.2685)  0.174
H (0.8556, -0.7476, 5.5241)  0.325
H (3.9723, 5.0250, 3.1309)  0.555
H (-1.3956, -0.7104, 4.7061)  0.584
H (5.6818, 4.8375, 1.1429)  0.439
H (-1.3014, 6.2112, 2.6698)  0.443
H (1.7891, -1.7997, -4.1674)  0.417
H (3.1365, -8.3520, -4.0242)  0.372
H (2.4592, -1.0091, 4.7440)  0.451
H (-1.3169, -3.1783, 1.8179)  0.572
H (2.7881, -0.6148, -1.2243)  0.327
H (1.9887, 0.6286, 5.1769)  0.363
H (-4.3057, 3.3107, -2.1542)  0.273
H (3.6930, 3.9574, -3.3684)  0.368
H (3.6779, 1.4859, -1.6278)  0.441
H (-1.1341, 3.1425, -2.7574)  -0.035
H (0.5505, 4.8168, -0.4204)  0.225
H (-1.0222, 4.2053, 1.5852)  -0.511
H (-5.4004, 1.1790, -2.9867)  0.341
H (0.2574, -2.2522, 3.3961)  0.289
H (0.0069, -1.3076, 1.9706)  -0.283
H (-4.4442, -2.3115, 4.6642)  0.364
H (-0.6137, 5.1779, 3.9784)  0.330
H (2.4107, 3.3896, -2.2129)  0.190
H (-4.5997, -1.0929, -2.1592)  0.235
H (5.6446, 5.2529, -1.6344)  0.373
H (1.2504, 3.9502, 3.4772)  0.404
H (3.0395, 5.0669, -2.1147)  0.323
H (-1.2080, 0.9695, -0.3885)  -0.636
H (6.3723, 4.0159, -0.6322)  0.434
H (0.2614, -6.4469, -1.5164)  0.391
H (-3.7783, 4.4762, 2.8221)  0.586
H (0.1548, 3.3119, -0.8549)  -0.014
H (-4.9736, -5.7552, -0.8055)  0.497
H (5.1759, 1.6708, -0.6582)  0.376

Atomic forces in eV per Å
-0.13 0.72 0.08
-0.39 0.02 0.38
0.27 0.25 0.12
0.07 -0.28 -0.76
0.23 0.19 -0.88
-1.09 0.33 -0.81
-0.22 2.15 0.59
0.32 0.08 -0.12
-2.59 -1.57 0.83
0.72 1.08 1.54
0.64 0.84 0.11
-0.44 -0.63 1.52
0.44 -0.92 -1.47
-0.09 0.53 1.11
0.74 0.41 -0.09
0.38 -0.70 -2.00
0.14 0.22 -1.05
1.19 0.62 1.94
0.88 0.35 -0.36
-1.01 0.32 -0.21
-0.12 0.97 -1.39
0.06 -0.22 -0.14
0.57 0.61 -0.35
-1.32 1.53 -0.43
0.19 -0.19 -0.34
1.00 1.05 0.26
-0.79 0.52 -0.56
0.76 0.50 1.81
-0.10 -0.54 0.06
-1.32 -0.79 -0.43
-0.56 -0.04 1.31
-0.71 0.26 0.23
1.22 0.75 0.79
-0.02 -0.50 0.81
-1.52 1.17 -0.90
2.14 -1.76 -0.35
-1.10 1.16 -1.65
-1.11 -0.52 -1.35
-0.68 0.37 -0.01
-1.06 -0.11 -0.80
-0.28 -0.54 -1.62
-0.06 0.10 0.51
-0.40 0.64 -0.72
-0.66 -0.21 -0.30
-1.44 -0.21 1.03
0.26 -0.24 -0.29
1.19 1.06 -0.81
0.85 0.55 0.70
0.59 0.81 1.12
1.15 -1.05 0.13
-0.13 -1.83 0.61
-0.95 -0.34 -0.52
-1.02 -0.12 -0.46
-0.40 -1.14 -1.61
0.66 -0.41 0.52
1.75 0.95 -0.24
-0.25 0.83 1.29
1.02 -1.01 0.66
-0.74 0.12 0.09
-0.47 -0.17 1.69
-0.42 -0.40 0.59
-0.34 -1.08 -1.52
-1.50 0.44 -1.29
-0.88 0.69 0.65
1.20 -1.86 1.42
-0.29 0.17 0.16
0.79 -0.24 -0.83
0.06 0.23 -0.07
-0.50 -0.05 0.20
-0.58 0.50 0.89
-0.29 -0.10 -0.20
-0.01 0.02 -0.01
0.23 -0.25 0.39
-0.22 -0.35 -0.13
-0.01 -0.19 -0.12
0.54 -0.01 0.67
0.72 -0.81 0.20
-0.22 0.13 0.10
0.98 0.12 -0.37
0.11 0.55 0.44
0.96 -0.06 0.51
-1.05 0.89 0.20
0.36 -0.25 -1.20
-0.51 0.44 -0.18
-0.12 -0.34 -0.23
-0.33 -0.02 -0.44
-0.12 0.05 0.49
-0.47 0.49 -1.92
-0.25 0.02 0.44
0.69 0.48 -0.65
0.76 0.48 -0.18
0.26 0.15 -0.28
0.15 0.41 1.10
0.75 -0.53 -0.13
0.41 0.35 -0.19
-0.05 -0.01 0.34
0.15 0.19 -0.08
0.24 -0.40 -0.77
-0.51 0.08 -0.07
0.67 -0.69 -0.17
-0.63 -0.61 -0.30
-0.46 -0.60 0.05
-0.08 -0.97 0.32
-0.03 0.03 0.65
-0.16 0.13 0.28
0.06 -0.54 0.43
-0.57 -1.29 -0.21
0.10 -0.40 -0.19
0.20 -0.10 0.31
-0.32 0.36 0.75
0.31 -0.22 -0.32
0.25 -0.35 0.52
0.07 0.34 -0.02
1.38 0.88 -0.07
0.90 1.41 0.33
0.47 -0.55 -0.08
0.05 -0.17 0.31
0.25 -0.04 0.01
-0.64 -0.02 0.10
0.78 -0.28 0.38
0.67 -0.06 -0.07
-0.28 -0.01 0.07
0.79 -0.84 -0.47
-0.79 -1.01 0.83
0.06 -0.37 -0.20



DFT (ωB97M-V with the def2-TZVPD basis set) results for a cluster of 3 separate species, C18H41N4O10P2 in total.

**HOMO-LUMO gap**: 6.779 eV
**Electronic energy**: -64331.9934 eV
**LUMO energy**: -4.4 eV
**Net charge**: +1
**Molar mass**: 535.492 g mol⁻¹

Last column: Mulliken charge in e.
Cartesian coordinates (Å):
P (0.0473, -2.7062, -5.4277)  1.206
P (1.5755, 2.6712, 0.4317)  1.158
O (1.6383, 1.0828, -0.0347)  -0.225
O (-3.1051, 1.9450, 8.8961)  -0.512
O (-1.0158, -3.2984, -6.5497)  -0.248
O (0.8838, -4.1966, -5.4919)  -0.455
O (0.0562, 2.7553, -0.3473)  -0.438
O (2.9074, 2.6277, 1.1959)  -0.703
O (2.2440, 3.3754, -0.9145)  -0.415
O (-3.5984, 0.5686, 7.0393)  -0.367
O (-0.5732, -1.3051, -5.3441)  -0.734
O (-0.6857, -3.2395, -4.0331)  -0.384
N (-0.2715, 0.8511, 6.7375)  0.288
N (1.9714, 3.5019, 5.7032)  -0.321
N (0.3230, 1.6359, 5.8159)  -0.155
N (1.1838, 2.2908, 7.7881)  -0.551
C (0.2490, 1.1998, 8.0280)  0.067
C (-1.2656, -0.1653, 6.2815)  -0.423
C (-0.6585, -6.0923, -5.8524)  -0.931
C (0.3992, -5.4389, -4.9856)  -0.124
C (-0.9303, -2.8107, -7.8818)  -0.327
C (1.2660, 2.5835, 6.3780)  0.508
C (-0.0046, 0.0474, 1.4226)  -0.655
C (-0.0200, 1.3171, -2.3560)  -0.480
C (-0.1543, 2.7034, -1.7598)  -0.478
C (-3.2812, 1.8151, 7.6574)  0.687
C (1.4391, 0.0835, 0.9521)  -0.407
C (-3.1443, 3.1394, 6.7408)  -0.782
C (4.5885, 3.9066, -1.0621)  -1.131
C (3.1961, 4.4275, -0.7578)  -0.340
C (-2.1934, -1.8582, -2.7687)  -1.223
C (0.3215, -3.3129, -8.5779)  -0.938
C (-0.7696, -2.3657, -2.9121)  -0.242
C (-2.5037, -0.3794, 7.2668)  -0.457
H (-1.8129, -3.1708, -8.4138)  0.310
H (1.2225, -2.9252, -8.0913)  0.296
H (-2.2563, -1.0801, -2.0027)  0.347
H (-0.4916, -2.9375, -2.0203)  0.381
H (-3.5687, 2.9961, 5.6911)  0.300
H (-0.3664, -6.0837, -6.9043)  0.169
H (-0.8138, -7.1287, -5.5421)  0.414
H (2.2558, 4.3914, 6.1262)  0.259
H (-0.7248, -1.1734, 6.1568)  0.327
H (0.0791, 1.5147, 4.8230)  0.197
H (2.9370, 5.2195, -1.4670)  0.352
H (0.4601, 3.4291, -2.2927)  0.278
H (-0.2761, 0.9823, 1.9267)  0.146
H (-3.7948, 3.9283, 7.2759)  0.324
H (-2.0752, 3.5302, 6.7344)  0.168
H (3.1428, 4.8635, 0.2431)  0.316
H (-0.5613, 0.5782, -1.7616)  -0.196
H (2.1857, 3.3447, 4.7019)  0.189
H (2.1176, 0.2448, 1.7959)  0.271
H (1.2711, -6.1017, -4.9650)  0.327
H (0.3318, -2.9993, -9.6246)  0.402
H (1.6984, -0.8743, 0.4977)  0.316
H (-0.9635, -1.7171, -7.8868)  0.256
H (-1.1878, 3.0334, -1.9098)  0.352
H (-0.0652, 0.7243, 9.0066)  0.339
H (1.0255, 1.0081, -2.4084)  0.283
H (-2.8604, -2.6766, -2.4867)  0.385
H (5.3477, 4.6536, -0.8163)  0.376
H (-2.5782, -1.4535, -3.7085)  0.273
H (4.6768, 3.6589, -2.1225)  0.310
H (0.3769, -4.4024, -8.5372)  0.167
H (-1.6171, -5.5785, -5.7639)  0.258
H (-0.1617, -0.7806, 2.1196)  0.434
H (-2.2286, -0.4347, 8.3741)  0.298
H (4.8091, 2.9897, -0.5088)  0.279
H (-0.4153, 1.3015, -3.3748)  0.549
H (-0.0575, -1.5409, -2.9986)  0.201
H (-2.9505, -1.4101, 7.0006)  0.334
H (-1.6127, 0.1470, 5.2273)  0.285
H (0.0728, -5.3588, -3.9483)  0.230
H (-0.6851, -0.0715, 0.5776)  0.029

Atomic forces in eV per Å
-7.86 -4.42 1.82
3.70 -3.10 -8.74
-0.37 -0.25 1.02
-0.51 -1.24 -4.82
0.77 0.42 -0.23
2.09 3.36 -0.82
0.00 1.06 4.21
-3.12 1.64 3.26
-0.87 0.60 0.96
2.25 1.30 0.85
4.40 0.42 -0.91
1.13 0.18 0.07
0.87 0.43 3.47
-0.20 -0.44 -0.51
2.04 2.40 -0.68
-1.59 -1.70 -1.41
1.40 2.99 -5.05
-0.34 -1.12 -0.42
-0.41 0.37 -0.06
0.05 -1.04 0.55
-0.02 0.05 -0.46
-3.66 -4.30 3.42
-0.05 -0.08 0.04
0.53 -0.14 0.16
-0.50 0.31 -1.27
0.60 1.81 3.03
-0.02 -0.22 -0.02
-1.31 -0.45 0.41
0.16 -0.10 -0.08
0.63 0.06 -0.20
-0.20 0.01 0.03
0.04 -0.04 -0.01
-0.45 0.17 0.11
-0.54 -1.26 -0.26
-0.04 -0.02 0.18
0.01 0.03 -0.06
-0.02 -0.06 -0.01
0.02 -0.10 -0.12
0.79 0.09 1.43
0.03 -0.04 0.09
0.19 0.05 0.08
-0.11 -0.87 -0.05
-0.75 1.50 0.29
0.17 0.05 0.81
-0.12 -0.14 0.03
0.14 -0.14 0.25
-0.05 0.06 0.01
1.13 -1.24 -0.85
-1.34 -0.76 0.05
0.05 -0.13 -0.06
-0.04 0.08 -0.07
-0.26 0.28 1.09
0.07 -0.01 -0.04
0.14 0.32 -0.16
0.02 0.02 0.09
0.05 0.11 -0.07
-0.04 -0.03 0.05
0.04 0.00 0.41
0.56 0.86 -1.50
-0.09 -0.02 0.01
0.07 0.03 0.05
-0.06 -0.03 -0.05
0.26 0.06 0.08
-0.02 0.09 0.05
-0.03 0.08 -0.02
0.07 -0.02 -0.06
0.02 0.02 -0.03
-0.20 0.33 -1.53
-0.11 0.19 0.11
-0.09 0.13 0.09
-0.15 -0.02 -0.07
0.75 1.71 0.34
0.31 -0.39 1.78
-0.08 0.24 -0.17
0.03 0.02 0.10



DFT (ωB97M-V with the def2-TZVPD basis set) results for a cluster of 2 separate species, C5H9N3O2 in total.

**HOMO-LUMO gap**: 9.148 eV
**SMILES**: [H]/N=C(\N)NC1CC1.O=C=O
**Electronic energy**: -13895.4572 eV
**LUMO energy**: 0.7 eV
**Net charge**: 0
**ΔE to the lowest compared entry with this formula, charge and spin**: 25.9 kcal per mole
**Molar mass**: 143.146 g mol⁻¹

Last column: Mulliken charge in e.
Cartesian coordinates (Å):
O (3.8298, -0.0891, -0.6506)  -0.410
O (4.0800, -1.3075, -2.5549)  -0.356
N (-0.4779, -0.0171, -0.4564)  -0.261
N (1.1710, -1.0163, -1.6846)  -0.557
N (-1.1267, -1.5767, -1.9303)  -0.388
C (0.3899, 0.4140, 0.5439)  0.087
C (-0.0636, -0.8685, -1.4376)  0.527
C (-0.0294, 0.3778, 2.0281)  -0.658
C (0.1631, 1.7083, 1.3489)  -0.649
C (3.8771, -0.7137, -1.6219)  0.750
H (-1.5028, -0.2648, -0.3222)  0.204
H (-1.2312, -2.0517, -2.7763)  0.179
H (-0.9474, -0.1467, 2.2162)  0.263
H (0.7434, 0.2001, 2.8398)  0.213
H (-0.6922, 2.2876, 1.1846)  0.247
H (1.0243, 2.2948, 1.5293)  0.255
H (1.3181, -1.7638, -2.2765)  0.173
H (-1.9970, -1.5826, -1.4645)  0.109
H (1.4279, 0.1980, 0.2096)  0.274

Atomic forces in eV per Å
-0.25 0.37 0.58
0.28 -2.31 -3.55
-3.64 -0.72 -0.89
0.24 1.49 0.65
-0.48 -0.20 0.10
1.56 1.15 1.96
0.31 -0.37 0.75
2.71 -0.48 0.45
-0.60 -1.75 -0.96
0.01 2.05 3.11
1.99 1.41 0.85
0.89 -0.50 -1.44
-0.63 0.56 0.10
-0.95 -0.28 -1.27
-1.21 0.72 -0.57
0.79 0.23 0.54
0.41 -1.84 -1.75
-0.60 0.27 0.69
-0.83 0.20 0.66



| no. | largest force on an atom (Eh/bohr) | E_HOMO (Ha) |
| --- | --- | --- |
| 1 | 0.061 | -0.0679 |
| 2 | 0.194 | -0.4104 |
| 3 | 0.082 | -0.3110 |